Below is a molecular structure, C28H77N6O11V2 at a distorted geometry, with properties calculated with the ωB97M-V functional and the def2-TZVPD basis.

HOMO level (alpha / beta) (eV): -10.533 / -10.533
Energy above the lowest of the compared OMol25 structures with the same formula, charge and spin (kJ/mol): 166.4
Molecular weight (g/mol): 775.843
Kohn-Sham gap (alpha / beta) (Eh): 0.185 / 0.205
E_tot (eV): -113112.989
LUMO level (alpha / beta) (eV): -5.496 / -4.954

The geometry in ORCA input format:
```
! wB97M-V def2-TZVPD RIJCOSX def2/J DEFGRID3
* xyz 1 3
O -2.99378 -22.72946 -33.27997
V -2.28966 -23.93221 -32.53844
O 0.03464 -26.60546 -29.27492
V -0.85832 -25.26514 -29.59852
O -0.88307 -24.65616 -27.67607
H -1.72879 -24.21003 -27.80446
C -0.69299 -28.21602 -31.70432
C -1.16416 -26.98300 -32.45173
O -1.11407 -25.69330 -31.83066
H -1.25148 -28.45620 -30.80164
H 0.33148 -28.00019 -31.39650
H -0.71063 -29.08212 -32.36246
H -2.17761 -27.12672 -32.86383
H -0.63179 -26.84817 -33.40341
C -1.19125 -21.11416 -29.67790
C -2.29671 -22.12928 -29.92423
O -1.82302 -23.35790 -30.40024
H -0.46060 -21.43264 -28.93147
H -1.47568 -20.08643 -29.47211
H -0.55558 -21.16760 -30.57121
H -2.90147 -21.58148 -30.66109
H -2.97909 -22.17964 -29.06691
C -7.84174 -15.90091 -29.25485
C -6.41500 -15.88014 -28.69782
C -5.66003 -17.18934 -29.01358
O -4.39895 -17.12441 -28.36406
C -3.68673 -18.34797 -28.42067
N -5.74250 -14.67413 -29.11237
H -7.86986 -16.17062 -30.31043
H -8.38767 -15.01093 -28.95818
H -8.32190 -16.73686 -28.73143
H -6.47385 -15.87637 -27.60333
H -5.44818 -17.31384 -30.08271
H -6.30596 -18.00697 -28.67723
H -2.72425 -18.11730 -27.95094
H -3.40765 -18.46950 -29.47293
H -4.09499 -19.19953 -27.87644
H -5.85529 -14.53186 -30.11286
H -4.73754 -14.76159 -28.98233
C -3.23521 -19.23975 -36.16426
C -4.41918 -19.48014 -35.24748
C -4.76646 -18.30415 -34.32375
O -3.67560 -17.92232 -33.52193
C -3.48972 -18.79399 -32.42556
N -5.58683 -19.89982 -36.04870
H -2.29852 -19.05380 -35.64163
H -3.50408 -18.55598 -36.96684
H -3.04677 -20.20615 -36.65024
H -4.27512 -20.37497 -34.62277
H -5.65085 -18.54487 -33.72317
H -4.97438 -17.45216 -34.97738
H -3.07142 -19.75604 -32.74467
H -4.34226 -19.10975 -31.81228
H -2.80642 -18.26814 -31.76034
H -6.37861 -20.02794 -35.42293
H -5.51330 -20.80432 -36.49770
C 0.66036 -20.92774 -33.44606
C 0.02760 -22.10135 -34.20621
C 0.86484 -22.52895 -35.39617
O 0.34563 -23.76662 -35.85248
C 0.77620 -24.11775 -37.16528
N -0.19730 -23.23109 -33.24657
H 1.64630 -21.29466 -33.14252
H 0.11633 -20.62373 -32.55340
H 0.81627 -20.02918 -34.04074
H -0.97310 -21.82055 -34.53776
H 1.90087 -22.75917 -35.11001
H 0.85548 -21.78042 -36.19267
H 1.82391 -24.40517 -37.26082
H 0.46848 -23.28785 -37.80358
H 0.21612 -24.99180 -37.49580
H 0.28992 -24.01550 -33.71444
H 0.53712 -23.23746 -32.52568
C -7.40534 -20.92253 -28.22248
C -7.05444 -21.74922 -29.45879
C -6.11167 -21.06164 -30.45889
O -6.57603 -19.81103 -30.92981
C -7.89717 -19.77829 -31.42348
N -6.36755 -22.98883 -29.01817
H -7.97907 -20.02912 -28.47503
H -6.49171 -20.52558 -27.77525
H -8.01191 -21.53005 -27.55582
H -7.92608 -22.10611 -30.00991
H -6.00117 -21.75836 -31.30652
H -5.08932 -20.94433 -30.09161
H -7.99025 -20.37973 -32.33562
H -8.08394 -18.76666 -31.78626
H -8.65090 -20.02451 -30.67736
H -5.98286 -23.52665 -29.78788
H -5.55405 -22.65104 -28.50228
C -4.18749 -25.40881 -27.67855
C -3.34689 -26.63517 -27.97295
C -4.23634 -27.88996 -27.90861
O -3.43102 -29.00368 -28.14901
C -4.18851 -30.22373 -28.06140
N -2.75283 -26.58156 -29.35230
H -3.63353 -24.48345 -27.52899
H -4.64088 -25.58851 -26.69889
H -4.99811 -25.31889 -28.40649
H -2.55817 -26.67144 -27.22130
H -5.09503 -27.76277 -28.58146
H -4.64816 -27.82122 -26.89314
H -5.03577 -30.11099 -28.74518
H -4.61928 -30.31590 -27.06230
H -3.51894 -31.03381 -28.32392
H -3.53776 -26.40599 -29.98371
H -2.63792 -27.59393 -29.48246
C 0.22747 -19.66595 -25.62054
C -0.67300 -20.88384 -25.40034
C -2.11327 -20.74190 -25.89853
O -2.86466 -21.92803 -25.60152
C -4.24562 -21.71675 -25.57370
N -0.09633 -22.04105 -26.14026
H -0.12919 -18.70798 -25.23473
H 0.46228 -19.52430 -26.67882
H 1.20133 -19.84385 -25.15858
H -0.72248 -21.28574 -24.38545
H -2.18850 -20.66668 -26.98753
H -2.59947 -19.96263 -25.30068
H -4.79453 -22.65380 -25.66588
H -4.58865 -20.95999 -26.29040
H -4.51976 -21.33225 -24.57811
H 0.90808 -21.93822 -26.01490
H -0.26263 -21.85327 -27.12212
*
```

Mulliken atomic charge list, values in e, 4 entries: O -0.68; V 1.02; O -0.50; V 0.83


Below is 7 unconnected molecules or ions with the total composition C28H77N7O7 at a distorted geometry, with properties calculated with the ωB97M-V functional and the def2-TZVPD basis.

HOMO level (alpha / beta) (eV): 0.886 / -6.455
Energy above the lowest of the compared OMol25 structures with the same formula, charge and spin (kJ/mol): 111.4
Molecular weight (g/mol): 623.966
Kohn-Sham gap (alpha / beta) (Eh): 0.052 / 0.320
E_tot (eV): -55040.311
LUMO level (alpha / beta) (eV): 2.305 / 2.258

The geometry in ORCA input format:
```
! wB97M-V def2-TZVPD RIJCOSX def2/J DEFGRID3
* xyz -1 2
C -0.37533 0.70325 5.88185
C -0.42847 1.64281 7.12179
C -1.20962 0.97092 8.28826
O -1.35245 1.85793 9.36645
C -2.15822 1.45526 10.36661
N 0.91163 1.90499 7.52550
H -0.00863 -0.29268 6.13037
H 0.26102 1.02554 5.05767
H -1.40993 0.48326 5.61855
H -0.78468 2.65926 6.95429
H -0.84568 -0.02998 8.52031
H -2.22621 0.81504 7.92724
H -2.03699 0.43581 10.73286
H -3.21915 1.44815 10.11667
H -2.04981 2.12982 11.21592
H 1.36379 1.02095 7.71024
H 0.84235 2.41659 8.39359
C -3.88651 4.21250 0.79404
C -2.76277 4.58666 -0.15170
C -1.79505 3.39859 -0.55335
O -1.20457 2.88563 0.66875
C -0.24116 3.72368 1.23094
N -3.41768 5.17112 -1.39409
H -4.65339 3.59607 0.32500
H -4.42646 5.03766 1.25843
H -3.54182 3.56286 1.59857
H -2.22096 5.35552 0.39913
H -0.99309 3.63333 -1.25326
H -2.34034 2.59540 -1.04899
H 0.49110 4.16506 0.55486
H 0.26455 3.15249 2.00947
H -0.79953 4.49195 1.76581
H -4.09323 5.82912 -1.03246
H -4.07218 4.44393 -1.64494
C -2.36521 2.06531 -3.84245
C -3.44522 1.15541 -3.28541
C -4.85880 1.77450 -3.21143
O -4.98893 2.87100 -2.27755
C -6.34555 3.36078 -2.29982
N -3.34702 -0.12026 -3.96319
H -2.77668 2.58090 -4.71019
H -1.39754 1.62813 -4.08857
H -2.12083 2.88976 -3.17264
H -3.08510 0.95004 -2.27732
H -5.49573 0.92872 -2.95241
H -5.05554 2.10621 -4.23092
H -6.62015 4.08153 -1.52961
H -7.07591 2.56682 -2.14392
H -6.63779 3.77000 -3.26689
H -3.41201 0.02831 -4.96008
H -2.52884 -0.69350 -3.81460
C 3.36753 0.63035 2.21591
C 3.54349 1.51539 0.92541
C 3.47124 3.04524 1.23902
O 3.54214 3.87849 0.05096
C 3.40465 5.28797 0.23607
N 4.80842 1.26728 0.22517
H 2.36222 0.68793 2.63321
H 4.08509 1.01307 2.94168
H 3.51935 -0.44149 2.08858
H 2.72509 1.25402 0.25457
H 4.27391 3.34607 1.91232
H 2.66479 3.15762 1.96367
H 2.48608 5.51569 0.77686
H 3.36115 5.79125 -0.72981
H 4.28973 5.76194 0.66044
H 4.98709 2.21054 -0.08857
H 5.42431 1.21010 1.02362
C 0.73414 -1.19585 -4.86244
C -0.35253 -2.24468 -4.61520
C 0.15039 -3.67166 -4.27832
O -0.90618 -4.59061 -4.01020
C -0.58143 -5.91447 -3.62032
N -1.23626 -1.84313 -3.53456
H 1.41568 -1.06902 -4.02130
H 0.25535 -0.23440 -5.04816
H 1.46117 -1.43037 -5.63995
H -0.89262 -2.30079 -5.56032
H 0.83963 -3.55285 -3.44230
H 0.83532 -3.98896 -5.06463
H -0.04767 -5.89666 -2.67011
H -0.00243 -6.32638 -4.44687
H -1.53510 -6.43519 -3.53386
H -1.50225 -2.68883 -3.05068
H -0.56362 -1.52545 -2.85139
C 3.07948 -4.43837 -0.75521
C 3.70539 -4.41164 -2.15950
C 3.17632 -5.46821 -3.15609
O 3.90533 -6.74999 -2.99934
C 3.44381 -7.66959 -3.89011
N 3.41720 -3.06961 -2.69273
H 1.99030 -4.47053 -0.72767
H 3.51095 -3.71143 -0.06710
H 3.30889 -5.45125 -0.42424
H 4.78229 -4.45692 -1.99723
H 3.37392 -5.14132 -4.17697
H 2.09403 -5.58997 -3.11210
H 3.69574 -8.69307 -3.61237
H 3.83890 -7.54574 -4.89841
H 2.35887 -7.75998 -3.94331
H 3.94944 -2.40958 -2.14393
H 3.84884 -2.90285 -3.59049
C -0.22519 0.16297 -0.93571
C 0.64361 -0.94232 -0.27768
C 0.16976 -1.25402 1.20628
O 1.22745 -2.12474 1.77924
C 0.98067 -2.47192 3.14809
N 0.67981 -2.10359 -1.08977
H 0.11012 1.15912 -0.64703
H -1.25639 0.09799 -0.58858
H -0.23567 0.16946 -2.02564
H 1.66602 -0.57193 -0.35252
H -0.80164 -1.74801 1.18474
H 0.12432 -0.35460 1.82034
H 0.68287 -1.58916 3.71391
H 1.83333 -2.84205 3.71736
H 0.22263 -3.25051 3.23331
H 1.56040 -2.15605 -1.58162
H 0.72641 -2.89519 -0.46424
*
```

Mulliken atomic charge list, values in e, 4 entries: C -1.34; C 0.74; C -1.17; O 0.03